1.
{
  "formula": "C3H7NOS",
  "method": "wB97M-V/def2-TZVPD",
  "elements": ["O", "H", "S", "H", "C", "C", "C", "H", "H", "H", "N", "H", "H"],
  "coordinates": [[2.72371, 1.53946, -0.06932], [0.98634, -1.60033, 1.00744], [4.53085, -0.44469, -0.31407], [1.11888, 0.91257, -0.19338], [3.35246, 0.53476, -0.22192], [1.19115, -0.98164, 0.19377], [-0.93588, 0.44683, -0.20023], [-1.74845, 0.12934, 0.48508], [-1.33963, -0.15306, -1.05362], [-1.24296, 1.48602, -0.30179], [0.42407, 0.29496, 0.23409], [0.95550, -1.49198, -0.70717], [0.50007, 0.37993, 1.26951]],
  "atomic_forces_ev_per_a": [[0.78, -1.32, -0.71], [-0.56, -0.78, 1.55], [1.30, -0.99, -0.40], [-0.66, 0.88, 0.16], [-1.79, 1.97, 1.13], [1.03, 0.52, -1.56], [-3.72, -0.15, -0.51], [1.20, -0.26, 0.76], [1.58, 0.58, 0.01], [0.56, 0.27, -0.54], [0.70, -1.29, 2.13], [-0.15, -0.45, -0.98], [-0.27, 1.03, -1.04]],
  "total_charge": 0,
  "e_tot_ha": -646.56527,
  "homo_lumo_gap_ev": 7.4
}


2.
{
  "formula": "C5H10O2",
  "method": "wB97M-V/def2-TZVPD",
  "elements": ["C", "C", "H", "H", "H", "H", "H", "O", "O", "H", "C", "H", "C", "H", "H", "C", "H"],
  "coordinates": [[1.25742, -1.33771, 0.21581], [0.91440, 0.00780, -0.07642], [1.62158, 1.42682, 1.43368], [0.77347, -2.06836, 0.86936], [-0.71316, 1.34281, -0.49564], [-2.94466, 0.59446, -0.94358], [-3.04273, -0.26013, 0.62008], [-1.33269, -0.63689, -0.50315], [2.25199, -1.71494, -0.49599], [2.91269, 0.75548, 0.42224], [-0.53724, 0.39322, 0.03955], [1.92267, -0.62801, -1.02813], [1.87252, 1.09512, 0.41509], [1.81603, 1.97423, -0.23644], [-3.24146, -1.16595, -0.90837], [-2.70356, -0.34687, -0.42474], [-0.82727, 0.56892, 1.09666]],
  "atomic_forces_ev_per_a": [[-0.01, 0.06, -0.07], [-0.17, -0.06, 0.18], [0.00, -0.06, -0.11], [0.02, 0.09, -0.05], [0.02, -0.13, 0.06], [0.05, -0.14, 0.06], [0.07, -0.02, -0.14], [0.05, -0.05, -0.02], [-0.03, 0.09, 0.03], [-0.17, 0.03, -0.01], [0.16, 0.20, 0.10], [0.10, -0.09, -0.05], [0.11, 0.09, 0.00], [0.01, -0.14, 0.09], [0.07, 0.13, 0.09], [-0.31, 0.03, 0.00], [0.03, -0.03, -0.15]],
  "total_charge": 0,
  "e_tot_ha": -346.84654,
  "homo_lumo_gap_ev": 8.8
}


3.
{
  "formula": "C48H66BN6PPd",
  "method": "wB97M-V/def2-TZVPD",
  "elements": ["H", "H", "C", "C", "H", "H", "H", "C", "C", "H", "H", "H", "H", "H", "N", "H", "N", "H", "C", "C", "C", "C", "H", "H", "C", "N", "C", "C", "C", "H", "H", "H", "C", "C", "H", "C", "C", "C", "C", "H", "H", "H", "H", "H", "C", "C", "H", "H", "C", "C", "N", "C", "C", "H", "H", "H", "C", "C", "C", "H", "H", "H", "H", "H", "C", "H", "N", "H", "C", "H", "H", "H", "H", "C", "H", "C", "C", "C", "H", "C", "H", "H", "B", "P", "H", "H", "H", "H", "C", "C", "C", "H", "C", "C", "H", "C", "C", "C", "C", "H", "Pd", "H", "H", "H", "C", "H", "H", "N", "H", "C", "H", "C", "H", "H", "H", "H", "H", "H", "C", "C", "H", "H", "H"],
  "coordinates": [[-0.53916, -3.94102, 2.13103], [0.48108, 2.58118, -4.75620], [6.09816, 0.06250, 0.61104], [-4.84343, -0.48717, -2.95940], [-1.55110, -0.25429, 3.57513], [-4.11735, -3.72186, 0.97070], [-0.41804, -0.24756, -4.19061], [-3.31774, 1.73205, 0.18159], [2.48920, -3.36060, 0.07655], [8.09665, 0.75681, 0.93684], [1.03104, -2.06778, 1.01384], [3.28965, 3.35757, -0.92453], [-2.38778, 1.03550, -2.35460], [4.88434, -0.62827, 2.26375], [-0.26651, 1.28452, -1.71250], [-1.84145, 2.15190, 4.26302], [-1.83826, -0.97468, -1.61003], [-3.94726, -0.89207, -5.50395], [-1.52173, -3.53602, 1.89626], [1.81849, -0.03294, 4.72226], [-4.07743, 2.57472, -0.80246], [-1.60484, 2.56238, -4.54693], [-0.48653, 0.43039, -5.83494], [-4.32841, 4.67799, -1.26904], [5.32995, 0.21135, -1.67780], [-1.78606, 0.39773, 1.05486], [-2.02581, -2.90078, -0.56761], [-3.62784, -0.77025, 3.71493], [-2.01627, -3.97707, 0.50365], [1.91805, 1.80638, 5.82268], [-5.99901, 2.65785, 0.20795], [-2.36601, -1.58569, -5.13164], [-2.84520, -2.94461, -1.69502], [5.89397, -0.26334, 2.07163], [-3.48990, -1.67227, 3.11502], [3.67456, -2.51737, 0.06996], [-2.60040, 0.75853, 2.04625], [1.87690, 4.82537, -0.27341], [1.18287, -2.90908, 0.30103], [-3.72401, 2.34850, -1.80770], [-5.64018, -0.44730, -3.70656], [-6.10274, 2.75391, -1.55564], [-1.47372, -2.45422, 1.98312], [-5.76680, 1.20291, -0.76723], [3.92373, -5.31663, -0.11730], [7.53714, 0.95987, -1.12143], [-3.45840, -5.30839, 1.41000], [6.69886, 1.05157, -3.09855], [0.52206, 1.39131, 2.76530], [7.31561, 0.60358, 0.19872], [0.48662, 1.65594, -0.62368], [1.25093, 2.72547, -2.42601], [1.67041, -2.18188, 3.48144], [-2.44880, 1.02003, 5.47463], [1.79547, -5.39490, -0.17473], [1.68765, 5.19610, -1.28113], [-5.57831, 2.27590, -0.72517], [0.92906, 2.03431, 3.92597], [1.39271, 2.52619, -1.04365], [2.23347, 3.52106, 1.86758], [2.31952, -0.60378, 5.49740], [-2.73923, 0.07877, -4.67817], [0.03443, 1.96346, 1.98581], [8.48386, 1.39788, -1.41327], [-3.14405, -0.91702, -4.76273], [-4.16377, -2.37565, -3.65119], [-2.23691, 0.97711, -0.09956], [4.54020, 0.06456, -2.40798], [2.82036, 2.98393, 1.12491], [0.74184, -2.74426, 3.37117], [3.86974, 3.24342, 1.28227], [-2.43755, 1.97788, -4.17411], [-2.73583, 4.27439, -0.59800], [1.40470, -0.69819, 3.56524], [1.85336, 3.36173, -3.05871], [0.18914, 1.95927, -2.82062], [6.53875, 0.76235, -2.06721], [-3.80447, 4.05938, -0.53637], [2.16150, -2.52172, 4.39300], [5.06301, -4.50375, -0.01933], [-4.37794, 2.09608, 2.08039], [-1.39676, -4.80642, 0.14678], [-1.66801, 0.60489, -1.51725], [3.41932, -0.76071, 0.04480], [6.60624, -1.02214, 2.40305], [-2.20752, -3.89618, 2.66454], [6.05589, 0.62579, 2.68397], [-3.47474, -3.75696, -2.02013], [0.74255, 0.03192, 2.56890], [-3.44535, -4.52211, 0.65411], [2.39892, 3.37791, -0.29120], [-4.60461, -0.34525, 3.47065], [-0.23583, 1.92173, -4.26322], [-2.75076, -1.71626, -2.31190], [-1.73417, 2.69457, -5.62436], [2.67174, -4.75842, -0.11033], [-2.50962, 0.24716, 3.45242], [5.09833, -0.14739, -0.34725], [1.58493, 1.32021, 4.91367], [-3.63181, -1.05579, 4.76947], [-0.05170, -0.77277, 0.89689], [-1.65322, 3.54558, -4.07338], [-4.48126, 0.52728, -2.79343], [1.04916, 0.33300, -4.96684], [-2.59998, 1.39582, 4.46065], [-5.26628, -0.85841, -2.02383], [2.69370, 1.92127, 1.32049], [-1.40691, -1.72263, -0.55119], [2.60068, 5.48553, 0.21127], [-3.57755, 1.61903, 1.53588], [-3.83025, -4.94545, -0.27347], [-3.71190, -1.40509, -3.44103], [0.93720, 4.86627, 0.28434], [5.82687, -2.51706, 0.02077], [0.73632, 3.09383, 4.05186], [0.37836, -3.60185, 0.14080], [6.04907, -4.95254, -0.01336], [2.32365, -2.43581, 2.64469], [4.93639, -3.13235, 0.03519], [-0.02043, 0.52059, -4.85233], [-4.15229, 4.34051, 0.46032], [-3.58384, 1.87142, 4.41497], [4.03267, -6.39187, -0.18621]],
  "atomic_forces_ev_per_a": [[0.03, 0.05, -0.03], [0.05, 0.00, 0.01], [-0.01, 0.04, 0.02], [0.03, -0.07, -0.02], [0.10, -0.01, -0.01], [-0.01, -0.02, 0.01], [-0.09, -0.06, -0.06], [-0.01, -0.05, 0.12], [-2.19, 1.40, 0.40], [-0.03, 0.02, -0.03], [0.92, -0.70, 0.19], [0.05, 0.00, -0.01], [-0.07, -0.02, -0.12], [0.02, -0.01, 0.06], [-0.08, 0.12, -0.30], [-0.02, 0.01, 0.00], [-0.12, -0.17, -0.08], [0.04, 0.01, 0.01], [-0.08, -0.18, -0.09], [-0.06, 0.00, 0.00], [0.00, 0.05, 0.03], [0.20, -0.06, 0.00], [-0.03, -0.06, -0.01], [0.02, 0.00, 0.03], [-0.14, 0.01, 0.02], [0.06, 0.15, 0.11], [-0.03, 0.13, 0.07], [0.05, -0.03, -0.03], [-0.06, 0.12, 0.13], [-0.03, -0.01, -0.01], [0.00, -0.02, -0.02], [0.05, 0.04, -0.01], [-0.03, -0.01, -0.10], [0.04, 0.06, -0.14], [-0.05, 0.04, -0.01], [-1.01, 2.72, 0.22], [-0.01, 0.10, -0.19], [0.07, -0.07, -0.05], [2.10, -0.95, 0.21], [0.01, -0.03, 0.03], [0.03, 0.01, 0.02], [-0.01, 0.01, 0.05], [-0.01, 0.13, 0.05], [-0.03, 0.03, -0.02], [-1.92, -0.24, -0.03], [-0.02, -0.05, -0.01], [-0.01, 0.01, 0.00], [-0.01, -0.04, 0.02], [0.01, 0.09, -0.05], [0.00, 0.02, 0.03], [0.05, 0.05, 0.38], [0.01, -0.01, -0.03], [0.03, 0.12, 0.03], [-0.03, 0.01, -0.02], [0.04, 0.05, 0.02], [0.00, 0.02, 0.02], [0.07, 0.01, -0.02], [0.02, 0.01, 0.01], [0.00, -0.02, -0.20], [-0.07, -0.04, 0.06], [0.02, 0.02, -0.03], [0.16, 0.23, -0.02], [0.02, -0.02, -0.01], [-0.02, -0.02, 0.01], [-0.01, -0.22, -0.04], [-0.02, -0.06, 0.07], [0.08, 0.07, -0.06], [0.03, 0.03, 0.01], [-0.03, -0.21, -0.14], [0.04, -0.01, -0.03], [-0.04, 0.02, 0.03], [-0.10, -0.06, 0.06], [-0.03, 0.01, -0.01], [0.00, -0.04, 0.11], [-0.07, -0.03, 0.02], [0.21, 0.06, 0.08], [0.04, 0.03, 0.01], [0.03, -0.02, -0.06], [-0.01, -0.03, 0.00], [0.86, 1.87, 0.06], [0.05, -0.05, -0.02], [0.05, -0.01, 0.01], [0.18, -0.03, 0.20], [0.15, -1.74, -0.67], [-0.05, -0.03, 0.00], [0.02, -0.01, 0.00], [-0.03, -0.02, 0.00], [0.00, 0.09, 0.04], [0.16, -0.02, -0.42], [0.05, -0.10, -0.11], [-0.20, -0.07, 0.17], [0.03, 0.00, 0.03], [-0.27, -0.23, 0.03], [0.13, -0.20, 0.05], [-0.02, -0.03, 0.04], [0.97, -1.46, -0.47], [-0.11, 0.01, 0.08], [0.19, 0.11, 0.50], [0.03, -0.03, 0.00], [0.00, -0.03, -0.04], [-1.77, 0.41, -0.19], [0.00, -0.02, -0.03], [-0.01, -0.01, -0.01], [-0.04, -0.02, 0.05], [0.03, -0.02, -0.05], [0.00, 0.03, -0.02], [0.04, -0.09, -0.02], [0.48, 0.17, -0.06], [-0.03, -0.01, 0.00], [-0.03, -0.01, 0.05], [0.00, 0.02, 0.05], [-0.06, 0.44, 0.11], [0.05, 0.02, 0.00], [-0.04, -0.02, 0.10], [0.01, -0.01, -0.02], [-0.12, 0.15, 0.07], [-0.03, 0.04, -0.05], [0.00, 0.02, 0.02], [1.24, -1.73, -0.17], [-0.08, 0.14, -0.01], [0.02, -0.01, -0.02], [0.04, -0.02, 0.02], [-0.04, 0.02, 0.00]],
  "total_charge": 0,
  "e_tot_ha": -2691.23890,
  "homo_lumo_gap_ev": 5.7
}


4.
{
  "formula": "C14H13LiN5STe",
  "method": "wB97M-V/def2-TZVPD",
  "elements": ["C", "C", "S", "H", "N", "H", "N", "H", "H", "H", "C", "H", "C", "Li", "H", "C", "H", "C", "C", "H", "C", "H", "C", "C", "C", "H", "H", "N", "N", "C", "C", "Te", "N", "H", "C"],
  "coordinates": [[-0.37736, -5.12508, -2.72174], [-3.32283, 0.38579, 0.58115], [0.67744, 2.67455, -1.64605], [-3.54897, 0.05554, -0.46708], [-0.71206, 3.60596, 0.44809], [-2.19800, 5.52751, 2.25480], [7.58654, 1.10844, 1.68578], [-1.61816, -3.36133, -3.03507], [-1.01032, -5.80644, -3.29539], [1.12009, -6.60886, -2.26966], [6.39962, 0.93131, 1.63276], [-2.80638, -0.44206, 1.09328], [-1.60224, 3.62866, 1.50391], [1.46751, 0.67469, -0.67394], [-0.46935, 5.06190, 2.56280], [-0.76799, -3.80099, -2.52731], [2.40117, -5.08783, -0.78980], [-2.39797, 1.55392, 0.51639], [-0.59528, 2.59596, -0.50605], [-3.36593, 2.60007, 2.14065], [4.18136, 0.67749, 0.87662], [-1.79811, 4.26812, 3.48951], [0.79281, -5.58364, -2.13036], [1.08624, -3.43007, -1.04052], [-2.50633, 2.61066, 1.46610], [-0.05851, 4.39343, 0.33810], [-4.26013, 0.62611, 1.10947], [5.12933, 0.78186, 1.79561], [-1.52614, 1.64633, -0.48459], [-1.52595, 4.67704, 2.50632], [-0.04697, -2.93360, -1.68992], [-0.62874, -0.96243, -1.34271], [3.18825, 0.51989, 0.28447], [1.58626, -2.74491, -0.36878], [1.52711, -4.71797, -1.29685]],
  "atomic_forces_ev_per_a": [[-0.12, 0.13, 0.08], [-0.38, -0.18, -0.90], [-0.78, 0.55, 0.67], [0.30, 0.11, 1.04], [0.63, 0.84, 0.61], [0.42, -0.49, 0.23], [-3.68, -0.64, -0.36], [-0.19, -0.32, -0.04], [0.26, 0.23, -0.03], [-0.01, 0.08, -0.01], [4.56, 0.87, 0.10], [-0.14, 0.17, -0.28], [0.17, -1.69, -2.62], [0.40, -0.64, 0.04], [-1.06, -0.25, 0.06], [0.28, 0.45, 0.16], [0.30, -0.11, 0.04], [0.14, 1.46, -0.58], [0.08, 1.18, -0.13], [0.56, -0.09, 0.14], [1.10, -0.15, 1.64], [0.03, 0.27, -0.33], [0.21, 0.36, 0.46], [-0.20, -0.11, -0.46], [-0.78, -0.56, 0.74], [-0.21, -0.78, 0.14], [0.41, 0.01, -0.09], [-2.31, -0.26, -1.13], [-0.43, -1.00, 0.74], [0.75, 1.56, 0.74], [0.16, -0.71, -0.08], [-0.34, 0.07, -0.23], [0.05, 0.31, -0.33], [0.33, -0.26, 0.08], [-0.50, -0.40, -0.11]],
  "total_charge": -1,
  "e_tot_ha": -1488.90871,
  "homo_lumo_gap_ev": 5.1
}